1.
The following is a quantum chemistry calculation of a structure of composition C17H17AsF6I2N2ORuS2, from the OMol25 dataset.

The geometry in ORCA input format:
```
! wB97M-V def2-TZVPD RIJCOSX def2/J DEFGRID3
* xyz 1 2
Ru -1.09690 -0.78905 -0.27710
I 5.84142 0.45097 2.83630
C 3.89691 0.34290 2.11110
C 3.41792 -0.84745 1.60469
C 2.11021 -0.93909 1.11587
I -0.31366 -2.48297 3.04073
C 1.29579 0.20296 1.17939
O 0.02009 0.25557 0.84090
C 1.79493 1.42546 1.66996
C 0.86191 2.62131 1.66977
N 0.14984 2.80807 0.39689
C -1.29911 2.59253 0.46267
C -1.87706 2.19868 -0.87344
C -2.42446 3.19274 -1.67430
C -2.96109 2.88934 -2.91129
C -2.94859 1.57170 -3.33282
C -2.39977 0.62426 -2.49836
N -1.87058 0.91561 -1.29775
C 3.09023 1.48663 2.12427
H 4.06344 -1.71374 1.59408
H 1.44794 3.50954 1.90752
H 0.14368 2.49656 2.48824
H 0.34601 3.72503 0.02170
H -1.83290 3.49129 0.79335
H -1.51201 1.81633 1.18816
H -2.43321 4.20830 -1.30317
H -3.38944 3.66575 -3.53070
H -3.36267 1.26988 -4.28355
H -2.39617 -0.41883 -2.78610
H 3.49069 2.42201 2.49457
C 3.05167 -1.93819 -1.77860
C 1.76786 -1.75934 -1.04078
S 0.54554 -0.95454 -1.79441
C 1.65311 -2.21285 0.39498
C 2.47397 -3.45584 0.72046
S -0.12379 -2.66702 0.68208
H 3.20360 -1.12901 -2.48941
H 2.99532 -2.87494 -2.34211
H 3.90705 -1.99489 -1.10874
H 3.52182 -3.35015 0.44935
H 2.07227 -4.31656 0.18692
H 2.42089 -3.65340 1.79074
F -2.81730 -0.70793 1.02509
As -4.02888 -1.85060 0.25293
F -4.59724 -0.49856 -0.62404
F -5.09653 -1.62358 1.53980
F -4.95636 -2.94195 -0.64341
F -3.16849 -3.10660 1.04870
F -2.67792 -1.95633 -1.04111
*
```

gap between HOMO and LUMO (alpha / beta): 6.711 / 6.098 eV
LUMO (alpha / beta): -4.56 / -5.28 eV


2.
The following is a quantum chemistry calculation of a structure of composition C17H17ClFeINO in a non-equilibrium geometry, from the OMol25 dataset.

The geometry in ORCA input format:
```
! wB97M-V def2-TZVPD RIJCOSX def2/J DEFGRID3
* xyz 0 5
C 0.42093 1.10801 -3.35181
C 1.43516 -1.79301 -3.84354
C 1.68795 1.39940 -3.04069
H -0.39268 1.67167 -2.88176
C 2.48437 -1.60157 -3.03541
H 0.90636 -2.75371 -3.79800
H 1.88899 2.19137 -2.30695
H 2.75877 -2.40361 -2.34334
C 2.93855 0.85827 -3.66334
H 3.72893 1.61329 -3.52333
H 2.84342 0.72389 -4.74602
C -0.07783 0.18960 -4.42079
H -0.40482 0.77924 -5.29438
H -0.98605 -0.31278 -4.05092
C 0.91042 -0.88709 -4.91976
H 1.70903 -0.41233 -5.49902
H 0.35829 -1.51980 -5.63262
C 3.44641 -0.45230 -3.02557
H 4.38101 -0.73451 -3.54014
H 3.73539 -0.25557 -1.98102
Fe 0.37793 0.14364 -0.11089
H 0.26515 1.44145 -0.99606
Cl -2.21074 -0.95564 6.12890
C -1.34487 -1.06844 4.65923
C -0.33023 -2.01408 4.52584
C 0.38289 -2.15531 3.32956
I 1.93029 -3.53564 3.18358
C 0.09301 -1.30213 2.21201
O 0.75715 -1.34661 1.09543
C -0.93924 -0.30363 2.37673
N -1.09927 0.55054 1.32397
C -2.09524 1.45442 1.36358
C -2.88933 1.61769 2.51495
C -2.67630 0.82090 3.62836
C -1.68533 -0.18206 3.58574
H -0.08536 -2.65438 5.36481
H -2.25808 2.04089 0.46197
H -3.66358 2.38303 2.50784
H -3.25977 0.94787 4.53653
*
```

gap between HOMO and LUMO (alpha / beta): 7.063 / 7.013 eV
LUMO (alpha / beta): -0.60 / -0.73 eV


3.
The following is a quantum chemistry calculation of a structure of composition C17H17ClIr in a non-equilibrium geometry, from the OMol25 dataset.

The geometry in ORCA input format:
```
! wB97M-V def2-TZVPD RIJCOSX def2/J DEFGRID3
* xyz 0 6
C -2.52607 -0.98249 0.17033
C -1.84474 -1.12077 -1.09204
C -1.38142 0.12927 -1.49234
H -1.80317 -2.03184 -1.67978
C -1.71064 1.09893 -0.51529
C -2.56432 0.46332 0.49217
H -3.30854 0.94281 1.10929
H -3.15366 -1.72021 0.65492
H -0.93294 0.34924 -2.45243
H -1.51153 2.16296 -0.60674
Ir -0.87057 -0.16645 1.24963
Cl 0.25691 -2.09897 1.17535
C 2.05146 0.22481 -0.30994
C 1.82782 1.38038 -1.11076
C 2.09864 1.02418 -2.45912
H 1.36233 2.29191 -0.75792
C 2.45186 -0.35989 -2.48194
C 2.46889 -0.83556 -1.15640
H 2.63383 -1.85741 -0.86159
H 1.87492 0.12812 0.75214
H 2.09946 1.73234 -3.27971
H 2.74750 -0.91090 -3.36675
C -0.07663 1.34090 2.15085
C -0.28989 0.68138 3.46671
C 0.79817 0.09822 4.16854
C 0.53571 -0.56262 5.36366
C -0.77536 -0.67760 5.84403
C -1.80519 0.05477 5.23852
C -1.56932 0.75279 4.05800
H 0.96918 1.48781 1.89270
H -0.68345 2.23655 1.99543
H 1.80568 0.19966 3.76104
H 1.33771 -1.02922 5.93295
H -0.98658 -1.27389 6.73362
H -2.80247 0.05802 5.66872
H -2.33291 1.35434 3.55084
*
```

gap between HOMO and LUMO (alpha / beta): 6.316 / 6.196 eV
LUMO (alpha / beta): 0.57 / -1.77 eV